Entry 1:
Formula: C5H9NO
Source: the Open Molecules 2025 dataset
Level of theory: ωB97M-V/def2-TZVPD

```
! wB97M-V def2-TZVPD RIJCOSX def2/J DEFGRID3
* xyz 0 1
C 0.724 1.164 0.660
C 0.287 -0.113 -0.005
C 1.378 -0.978 -0.578
C -0.857 -0.819 0.599
O -1.950 -0.026 0.724
C -1.926 0.784 -0.853
N -0.863 0.759 -1.449
H 1.102 1.814 -0.130
H 1.533 1.014 1.390
H -0.130 1.638 1.150
H 2.340 -0.894 -0.053
H 1.091 -2.035 -0.625
H 1.513 -0.610 -1.593
H -1.034 -1.800 0.122
H -0.250 -1.025 1.520
H -2.959 1.126 -0.879
*
```

Energy relative to the best compared isomer or geometry (same formula, charge and spin) ... 86.2 kcal per mole
Maximum force ... 2.18 eV/Å
Molecular weight ... 99.13 u
LUMO energy ... 0.75 eV


Entry 2:
Formula: C4H13NO2
Source: the Open Molecules 2025 dataset
Level of theory: ωB97M-V/def2-TZVPD

```
! wB97M-V def2-TZVPD RIJCOSX def2/J DEFGRID3
* xyz 0 1
C -0.654 3.232 1.323
C -0.187 1.779 1.322
O 1.205 1.696 0.925
C -1.124 0.718 0.753
C -0.911 0.435 -0.784
N 0.357 -0.237 -1.043
H 0.004 3.776 0.648
H -0.716 3.642 2.321
H -1.655 3.327 0.878
H -0.088 1.537 2.393
H 1.241 1.125 0.132
H -1.009 -0.249 1.250
H -2.173 0.969 0.926
H -1.724 -0.246 -1.068
H -1.148 1.383 -1.266
H 0.828 0.157 -1.838
H 0.194 -1.219 -1.145
O 1.289 -6.363 -1.874
H 0.650 -7.085 -1.970
H 0.712 -5.610 -1.799
*
```

Structure (SMILES) ... C[C@H](O)CCN.O
Energy relative to the best compared isomer or geometry (same formula, charge and spin) ... 24.5 kcal per mole
Maximum force ... 2.56 eV/Å
Molecular weight ... 107.15 u
LUMO energy ... 0.50 eV


Entry 3:
Formula: C7H11Br2
Source: the Open Molecules 2025 dataset
Level of theory: ωB97M-V/def2-TZVPD

```
! wB97M-V def2-TZVPD RIJCOSX def2/J DEFGRID3
* xyz 0 2
Br -2.910 -2.299 0.003
Br -3.293 -0.537 -1.508
C 0.730 0.962 -2.182
C 0.563 0.557 -0.766
C 0.244 -0.844 -0.469
C 0.435 -1.246 1.003
C -0.167 -0.200 1.962
C 0.231 1.171 1.566
C 0.560 1.494 0.265
H 1.152 1.967 -2.264
H 1.400 0.257 -2.681
H -0.222 0.947 -2.731
H -0.827 -0.975 -0.727
H 0.782 -1.521 -1.150
H -0.037 -2.218 1.174
H 1.516 -1.313 1.209
H -1.266 -0.292 1.963
H 0.153 -0.398 2.994
H 0.195 1.948 2.337
H 0.762 2.541 0.001
*
```

Energy relative to the best compared isomer or geometry (same formula, charge and spin) ... 2.2 kcal per mole
Maximum force ... 1.17 eV/Å
Molecular weight ... 254.97 u
Expectation value of S² ... 0.780
LUMO energy (spin up / spin down) ... -2.03 / -2.03 eV


Entry 4:
Formula: C22H36O3P2Sr
Source: the Open Molecules 2025 dataset
Level of theory: ωB97M-V/def2-TZVPD

```
! wB97M-V def2-TZVPD RIJCOSX def2/J DEFGRID3
* xyz 0 1
P 2.424 -0.415 0.917
P 1.360 0.018 -2.402
C 3.343 -0.909 -0.648
C 3.138 0.088 -1.812
H 2.993 -1.920 -0.935
H 4.408 -1.015 -0.397
H 3.293 1.138 -1.485
H 3.844 -0.103 -2.644
C 1.058 -1.493 -3.337
H -0.031 -1.571 -3.505
H 1.436 -2.359 -2.773
H 1.578 -1.376 -4.295
C 1.765 1.187 -3.798
H 2.518 0.683 -4.429
H 2.174 2.139 -3.411
H 0.879 1.435 -4.401
C 2.381 -1.756 2.173
H 1.384 -1.811 2.669
H 3.132 -1.394 2.884
H 2.676 -2.736 1.759
C 3.945 0.512 1.649
H 4.209 1.499 1.232
H 4.834 -0.117 1.487
H 3.844 0.650 2.736
Sr 0.596 -2.511 0.271
C 0.132 3.229 -2.008
C -0.390 2.044 -1.683
C -0.447 1.303 -0.336
C 0.054 2.010 0.906
C 1.576 2.375 0.934
C 2.238 3.161 0.054
C 1.599 4.437 -0.221
C 0.240 4.373 -1.071
C -0.861 -1.743 2.863
H 0.267 3.523 -3.067
H -0.797 1.450 -2.529
H 0.125 0.326 -0.419
H -1.493 0.991 -0.149
H -0.670 2.831 1.041
H -0.046 1.383 1.817
H 2.050 2.066 1.830
H 3.234 2.980 -0.187
H 2.279 5.104 -0.777
H 1.312 4.874 0.771
H -0.619 4.310 -0.379
H 0.243 5.345 -1.602
H -1.658 -1.140 2.399
H -0.532 -1.265 3.788
H -1.172 -2.795 3.033
O -4.354 -1.141 -0.665
C -4.769 -1.897 0.372
C -6.082 -1.723 0.836
C -6.567 -2.404 1.943
C -5.756 -3.356 2.560
C -4.459 -3.579 2.090
C -3.917 -2.827 1.047
C -2.502 -3.067 0.609
O -1.788 -3.968 1.112
O -2.027 -2.233 -0.289
H -3.383 -1.385 -0.751
H -6.718 -1.003 0.337
H -7.582 -2.221 2.297
H -6.115 -3.904 3.427
H -3.825 -4.327 2.560
*
```

Energy relative to the best compared isomer or geometry (same formula, charge and spin) ... 96.6 kcal per mole
Maximum force ... 3.76 eV/Å
Molecular weight ... 498.10 u
LUMO energy ... -0.85 eV


> Look up the energy relative to the best compared isomer or geometry (same formula, charge and spin) of the third one.

2.2 kcal per mole


Repeat the fourth record exactly.
Formula: C22H36O3P2Sr
Source: the Open Molecules 2025 dataset
Level of theory: ωB97M-V/def2-TZVPD

```
! wB97M-V def2-TZVPD RIJCOSX def2/J DEFGRID3
* xyz 0 1
P 2.424 -0.415 0.917
P 1.360 0.018 -2.402
C 3.343 -0.909 -0.648
C 3.138 0.088 -1.812
H 2.993 -1.920 -0.935
H 4.408 -1.015 -0.397
H 3.293 1.138 -1.485
H 3.844 -0.103 -2.644
C 1.058 -1.493 -3.337
H -0.031 -1.571 -3.505
H 1.436 -2.359 -2.773
H 1.578 -1.376 -4.295
C 1.765 1.187 -3.798
H 2.518 0.683 -4.429
H 2.174 2.139 -3.411
H 0.879 1.435 -4.401
C 2.381 -1.756 2.173
H 1.384 -1.811 2.669
H 3.132 -1.394 2.884
H 2.676 -2.736 1.759
C 3.945 0.512 1.649
H 4.209 1.499 1.232
H 4.834 -0.117 1.487
H 3.844 0.650 2.736
Sr 0.596 -2.511 0.271
C 0.132 3.229 -2.008
C -0.390 2.044 -1.683
C -0.447 1.303 -0.336
C 0.054 2.010 0.906
C 1.576 2.375 0.934
C 2.238 3.161 0.054
C 1.599 4.437 -0.221
C 0.240 4.373 -1.071
C -0.861 -1.743 2.863
H 0.267 3.523 -3.067
H -0.797 1.450 -2.529
H 0.125 0.326 -0.419
H -1.493 0.991 -0.149
H -0.670 2.831 1.041
H -0.046 1.383 1.817
H 2.050 2.066 1.830
H 3.234 2.980 -0.187
H 2.279 5.104 -0.777
H 1.312 4.874 0.771
H -0.619 4.310 -0.379
H 0.243 5.345 -1.602
H -1.658 -1.140 2.399
H -0.532 -1.265 3.788
H -1.172 -2.795 3.033
O -4.354 -1.141 -0.665
C -4.769 -1.897 0.372
C -6.082 -1.723 0.836
C -6.567 -2.404 1.943
C -5.756 -3.356 2.560
C -4.459 -3.579 2.090
C -3.917 -2.827 1.047
C -2.502 -3.067 0.609
O -1.788 -3.968 1.112
O -2.027 -2.233 -0.289
H -3.383 -1.385 -0.751
H -6.718 -1.003 0.337
H -7.582 -2.221 2.297
H -6.115 -3.904 3.427
H -3.825 -4.327 2.560
*
```

Energy relative to the best compared isomer or geometry (same formula, charge and spin) ... 96.6 kcal per mole
Maximum force ... 3.76 eV/Å
Molecular weight ... 498.10 u
LUMO energy ... -0.85 eV